Record 1
This record from the OMol25 dataset describes a structure of composition C3H3Br3N2O2S2. The level of theory is the ωB97M-V functional and the def2-TZVPD basis.

Calculated values
* net charge: 0
* orbital gap (spin up / spin down): 5.4 / 5.4 eV
* E_HOMO (spin up / spin down): -0.310 / -0.310 Ha

Last column: Mulliken charge in e.
Cartesian coordinates (Å):
1 C -1.258 0.760 2.367  -0.17
2 C -0.404 0.071 1.247  -0.46
3 C -4.957 0.172 -0.372  0.13
4 N -1.958 1.703 1.948  -0.57
5 N -1.884 2.088 0.704  0.61
6 O -4.468 1.256 -0.094  -0.40
7 O -2.499 3.315 -1.303  -0.39
8 S -0.741 1.045 -0.185  0.05
9 S -2.924 3.152 0.069  0.75
10 Br -3.429 -1.170 -0.804  -0.23
11 Br -6.390 -0.179 -1.639  -0.08
12 Br -5.756 -0.915 1.440  -0.30
13 H -1.258 0.671 3.481  0.40
14 H 0.629 -0.068 1.252  0.43
15 H -0.934 -0.855 1.223  0.25



Record 2
This record from the OMol25 dataset describes a structure of composition C26H32Cl3InN6O6. The level of theory is the ωB97M-V functional and the def2-TZVPD basis.

Calculated values
* net charge: -2
* orbital gap: 3.6 eV
* E_HOMO: -0.113 Ha

Last column: Mulliken charge in e.
Cartesian coordinates (Å):
1 In 5.937 10.801 0.122  1.05
2 Cl 6.249 7.479 0.508  -0.50
3 Cl 4.317 9.870 3.147  -0.62
4 Cl 5.325 10.076 -3.290  -0.64
5 O 8.561 11.777 4.139  -0.53
6 C 8.018 11.471 2.983  0.70
7 O 7.670 12.370 2.166  -0.62
8 O 7.726 10.280 2.748  -0.68
9 H 8.688 12.718 3.996  0.30
10 O 1.127 10.324 -0.980  -0.52
11 C 2.310 10.278 -0.418  0.67
12 O 2.944 11.285 -0.241  -0.41
13 O 2.865 9.203 -0.194  -0.64
14 H 1.383 11.248 -1.009  0.26
15 N 1.587 13.759 3.163  0.09
16 C 0.475 14.543 2.893  -0.44
17 C -0.460 13.700 2.231  -0.93
18 C 0.112 12.444 2.097  -0.17
19 C 1.361 12.466 2.745  -0.22
20 H 2.356 14.010 3.768  0.40
21 H 0.379 15.533 3.313  0.39
22 H -1.466 13.964 1.941  0.39
23 H -0.365 11.651 1.540  0.35
24 H 2.086 11.696 2.967  0.17
25 N 3.664 15.400 6.068  0.05
26 C 4.292 14.191 6.076  -0.84
27 C 4.564 13.855 4.764  -0.05
28 C 4.252 14.946 3.928  -0.43
29 C 3.628 15.882 4.777  -0.45
30 H 3.224 15.849 6.858  0.18
31 H 4.522 13.754 7.036  0.42
32 H 4.999 12.914 4.459  0.60
33 H 4.409 14.910 2.860  0.10
34 H 3.220 16.879 4.703  0.42
35 N 7.014 5.297 -3.586  -0.01
36 C 8.020 4.562 -4.181  -0.20
37 C 9.221 5.041 -3.809  -1.24
38 C 8.846 6.175 -3.062  0.28
39 C 7.543 6.295 -2.838  -0.62
40 H 6.023 5.174 -3.736  0.22
41 H 7.572 3.802 -4.804  0.38
42 H 10.180 4.600 -4.040  0.36
43 H 9.516 6.938 -2.693  0.39
44 H 6.907 7.093 -2.484  0.45
45 N 4.041 14.085 -1.349  0.20
46 C 5.224 14.022 -2.027  -0.89
47 C 6.253 14.102 -1.048  -0.35
48 C 5.676 14.244 0.195  -0.05
49 C 4.343 14.062 -0.020  -0.22
50 H 3.099 14.109 -1.711  0.25
51 H 5.169 14.009 -3.105  0.38
52 H 7.317 14.125 -1.230  0.40
53 H 6.217 14.427 1.112  0.29
54 H 3.565 14.208 0.715  0.07
55 N 1.333 8.501 2.803  0.37
56 C 1.619 7.366 3.414  -0.22
57 C 0.608 6.495 3.175  -0.82
58 C -0.437 7.258 2.569  -0.45
59 C 0.124 8.496 2.204  -0.24
60 H 1.978 9.275 2.732  0.08
61 H 2.475 7.400 4.072  0.34
62 H 0.486 5.499 3.573  0.35
63 H -1.465 6.955 2.437  0.38
64 H -0.209 9.351 1.635  0.17
65 N 8.710 9.745 -2.107  0.26
66 C 9.093 9.378 -0.900  -0.67
67 C 9.419 10.492 -0.147  -0.39
68 C 9.196 11.575 -0.946  0.08
69 C 8.769 11.114 -2.186  -0.64
70 H 8.533 9.066 -2.833  0.20
71 H 9.169 8.334 -0.634  0.25
72 H 9.791 10.606 0.860  0.33
73 H 9.432 12.607 -0.734  0.33
74 H 8.381 11.528 -3.104  0.33



Record 3
This record from the OMol25 dataset describes an isolated molecule of C5H8. The level of theory is the ωB97M-V functional and the def2-TZVPD basis.

Calculated values
* net charge: 0
* orbital gap: 9.3 eV
* SMILES: C=C=CCC
* E_HOMO: -0.306 Ha

Last column: Mulliken charge in e.
Cartesian coordinates (Å):
1 C 0.305 -0.847 1.403  -1.02
2 C -0.647 0.236 0.925  -0.35
3 C -0.054 1.090 -0.162  -0.42
4 C -0.004 0.531 -1.324  0.22
5 C 0.247 -0.234 -2.340  -0.86
6 H 0.561 -1.519 0.576  0.31
7 H 1.235 -0.399 1.766  0.31
8 H -0.146 -1.436 2.204  0.30
9 H -1.571 -0.220 0.539  0.28
10 H -0.942 0.912 1.729  0.28
11 H 0.342 2.077 0.013  0.38
12 H 1.253 0.325 -2.322  0.30
13 H -0.580 -0.516 -3.008  0.29



Record 4
This record from the OMol25 dataset describes a cluster of 2 separate species, C5H12NO2 in total. The level of theory is the ωB97M-V functional and the def2-TZVPD basis.

Calculated values
* net charge: +1
* orbital gap: 10.9 eV
* E_HOMO: -0.518 Ha

Last column: Mulliken charge in e.
Cartesian coordinates (Å):
1 O 0.859 0.731 1.328  -0.51
2 C 0.328 1.798 1.125  0.17
3 C -0.670 1.981 0.025  -0.83
4 C -1.678 0.797 -0.177  -0.75
5 C -1.163 -0.613 -0.239  0.70
6 C -1.700 -1.679 0.307  -1.15
7 N 0.198 -0.799 -0.819  -0.20
8 H 0.639 2.703 1.673  0.39
9 H -0.487 2.313 -0.993  0.34
10 H -1.330 2.782 0.305  0.42
11 H -2.513 0.802 0.513  0.44
12 H -2.174 0.949 -1.139  0.36
13 H -1.313 -2.687 0.393  0.28
14 H -2.683 -1.610 0.757  0.27
15 H 0.779 -0.063 -0.404  0.36
16 H 0.163 -0.741 -1.829  0.34
17 H 0.649 -1.655 -0.499  0.37
18 H 3.255 -2.223 -1.494  0.30
19 H 3.668 -1.088 -0.563  0.30
20 O 2.901 -1.531 -0.909  -0.59



Record 5
This record from the OMol25 dataset describes a cluster of 2 separate species, C6H12O in total. The level of theory is the ωB97M-V functional and the def2-TZVPD basis.

Calculated values
* net charge: 0
* orbital gap: 9.3 eV
* SMILES: C=C/C(C)=C/C.O
* E_HOMO: -0.307 Ha

Last column: Mulliken charge in e.
Cartesian coordinates (Å):
1 C -0.266 1.575 -0.167  -0.38
2 C -1.575 1.065 -0.376  -0.80
3 C 0.712 0.101 1.681  -0.50
4 C 0.759 0.675 0.441  0.77
5 C 2.023 0.881 -0.280  -1.08
6 C 1.645 -1.131 2.006  -0.88
7 H 0.020 2.580 -0.547  0.25
8 H -1.848 0.010 -0.099  0.30
9 H -2.176 1.822 -0.836  0.27
10 H -0.088 0.199 2.400  0.41
11 H 2.196 2.029 -0.310  0.28
12 H 2.084 0.664 -1.393  0.27
13 H 2.986 0.574 0.305  0.27
14 H 1.614 -1.172 3.153  0.24
15 H 2.594 -0.941 1.606  0.35
16 H 0.985 -1.981 1.591  0.23
17 H -3.933 -1.612 -3.528  0.33
18 H -4.090 -3.093 -2.822  0.32
19 O -3.641 -2.245 -2.826  -0.64



Record 6
This record from the OMol25 dataset describes a cluster of 5 separate species, C12H36N2O7 in total. The level of theory is the ωB97M-V functional and the def2-TZVPD basis.

Calculated values
* net charge: 0
* orbital gap: 8.8 eV
* SMILES: COCCNCCOC.COCCNCCOC.O.O.O
* E_HOMO: -0.315 Ha

Last column: Mulliken charge in e.
Cartesian coordinates (Å):
1 C 35.394 -16.366 8.945  -0.76
2 O 34.199 -15.630 8.808  -0.32
3 C 33.913 -15.216 7.471  -0.67
4 C 32.671 -14.348 7.453  -0.47
5 N 31.472 -15.074 7.810  -0.31
6 C 30.461 -14.156 8.311  -0.59
7 C 29.197 -14.838 8.753  -0.10
8 O 28.321 -14.073 9.570  -0.51
9 C 28.885 -13.660 10.800  -0.90
10 H 36.206 -15.676 9.183  0.26
11 H 35.657 -16.972 8.073  0.33
12 H 35.241 -17.084 9.752  0.24
13 H 33.786 -16.166 6.940  0.41
14 H 34.763 -14.662 7.064  0.43
15 H 32.612 -13.945 6.441  0.33
16 H 32.960 -13.586 8.189  0.28
17 H 31.630 -15.838 8.453  0.28
18 H 30.211 -13.435 7.532  0.22
19 H 30.803 -13.637 9.214  0.39
20 H 29.397 -15.784 9.274  0.05
21 H 28.541 -15.120 7.926  0.30
22 H 29.664 -12.905 10.703  0.38
23 H 29.284 -14.468 11.426  0.33
24 H 28.087 -13.278 11.439  0.28
25 C 30.075 -23.769 9.234  -0.72
26 O 29.324 -22.662 8.811  -0.32
27 C 30.057 -21.456 8.609  -0.41
28 C 29.250 -20.556 7.664  -0.83
29 N 28.057 -19.962 8.273  -0.44
30 C 28.425 -18.749 9.036  -0.60
31 C 27.313 -18.156 9.877  0.04
32 O 26.815 -19.054 10.860  -0.39
33 C 25.660 -18.599 11.532  -0.54
34 H 30.125 -23.841 10.325  0.26
35 H 31.090 -23.811 8.831  0.31
36 H 29.524 -24.644 8.884  0.24
37 H 31.010 -21.651 8.108  0.46
38 H 30.215 -20.957 9.570  0.30
39 H 28.964 -21.273 6.890  0.33
40 H 29.917 -19.807 7.239  0.41
41 H 27.650 -20.633 8.915  0.32
42 H 28.745 -18.031 8.275  0.36
43 H 29.345 -18.873 9.623  0.38
44 H 26.462 -17.860 9.256  -0.14
45 H 27.658 -17.225 10.337  0.26
46 H 25.330 -19.449 12.129  0.28
47 H 24.906 -18.269 10.814  0.30
48 H 25.851 -17.797 12.252  0.15
49 O 23.819 -16.583 8.839  -0.63
50 H 24.294 -17.104 8.187  0.31
51 H 24.510 -16.174 9.382  0.32
52 O 25.874 -15.293 10.431  -0.56
53 H 26.618 -14.850 9.996  0.43
54 H 25.917 -15.019 11.361  0.28
55 O 26.317 -14.792 13.159  -0.67
56 H 25.932 -13.913 13.067  0.32
57 H 27.152 -14.648 13.613  0.30